# 1
ORCA calculation (wB97M-V/def2-TZVPD) on a molecular structure, C37H37F5IrP2.

Results
<S²>: 8.787
Charge: +2
Strongest force on any atom: 4.287 eV/A
E_tot: -73949.01547 eV
Spin multiplicity: 6
HOMO-LUMO gap (spin up / spin down): 2.48 / 5.14 eV

Geometry (Å):
C 2.195 1.967 -2.840
C -1.928 2.469 6.356
C -0.626 -1.655 -1.165
H 2.327 -0.534 -6.663
H -2.113 -0.905 7.291
H -1.802 3.333 7.017
H -1.181 0.654 2.669
C -0.911 -3.666 -4.828
C 3.391 2.357 -8.101
H -1.376 -0.783 -4.688
H -2.268 -1.458 4.979
C 3.416 3.167 -6.967
H 2.972 0.381 -8.862
C -1.065 -5.876 -5.820
C 1.286 3.990 -1.860
H 0.499 4.737 -1.812
H 3.733 4.204 -7.046
F 1.486 -0.227 10.042
C 3.287 2.051 -1.964
C 2.614 0.512 -6.746
C 3.028 2.660 -5.726
F 1.949 -1.553 8.298
H -3.474 1.252 4.574
H 2.222 1.326 5.533
C -2.850 -3.292 -0.823
F -0.588 -0.467 8.725
F 2.731 0.595 8.421
H 0.270 2.665 6.098
H -3.715 -3.937 -0.693
H 2.464 -0.181 6.456
C 2.614 1.327 -5.602
H 4.050 1.278 -1.990
H 2.446 4.880 -0.277
C -2.159 -0.079 6.584
C 2.986 1.025 -7.987
H -2.685 2.754 5.620
H -2.729 -6.198 -7.153
H -3.500 1.390 7.417
H -3.624 -3.898 -6.876
C -1.022 -2.504 -2.211
H 2.314 -0.240 4.692
H -2.475 -2.289 -5.379
C -2.727 -4.201 -6.343
C -2.079 -3.292 -5.507
P 0.019 -2.536 -3.732
C -2.427 1.274 7.205
H 0.348 2.889 -3.458
C 2.379 4.069 -0.996
H -3.302 -0.035 3.401
C -1.608 1.304 3.440
H -1.917 1.294 8.174
H -2.013 2.183 2.914
C -2.223 -5.493 -6.499
C 0.387 0.266 -4.328
H -2.455 -3.997 -2.817
H 0.512 -5.247 -4.491
C -2.464 -2.428 0.201
C 1.952 0.264 5.597
H 4.233 3.155 -0.378
H 0.258 -1.031 -1.281
C -2.755 0.545 4.151
C -2.138 -3.329 -2.023
H -0.107 1.176 -4.673
C -0.342 -0.869 -4.350
C -1.348 -1.607 0.026
C -0.479 1.717 4.357
H -1.032 -0.937 0.821
P 2.149 0.551 -3.996
Ir -0.105 0.001 5.727
C -0.408 -4.964 -4.997
C 1.195 2.948 -2.782
C 0.347 0.232 7.985
C 3.384 3.101 -1.054
C -0.607 2.199 5.656
C 1.658 -0.250 8.666
F 0.272 1.573 8.326
C -2.268 -0.401 5.235
H 3.690 2.756 -9.066
H -3.022 -2.399 1.133
H 3.041 3.303 -4.852
H -0.665 -6.878 -5.945
H 0.479 1.869 3.863

Cartesian forces, eV/Å:
0.8 -0.1 0.7
-0.1 0.0 0.1
0.0 0.1 0.3
0.0 0.2 0.0
-0.1 0.1 -0.2
0.1 -0.2 -0.1
0.0 0.1 0.0
0.7 -0.7 0.0
-0.1 -0.2 0.2
0.2 -0.4 0.1
0.0 -0.1 0.1
-0.3 0.0 0.5
0.0 0.1 0.2
-0.1 0.1 -0.1
0.1 -0.3 -0.1
0.1 -0.1 -0.1
-0.1 -0.2 0.0
0.3 -0.1 -2.4
-0.2 0.1 -0.1
0.1 -0.2 -0.6
0.5 0.5 -0.2
-0.3 2.2 0.4
0.1 -0.2 -0.1
0.0 -0.2 0.1
0.0 0.2 -0.2
0.4 0.8 -0.7
-1.7 -1.6 0.1
-0.1 -0.1 0.0
0.1 0.1 0.0
0.0 0.2 -0.5
0.7 -0.7 0.8
0.0 0.2 0.0
0.0 -0.1 -0.1
-1.0 -0.4 -0.3
-0.2 -0.2 0.3
0.2 0.0 0.0
0.1 0.1 0.1
0.2 -0.1 -0.1
0.1 0.0 0.1
0.9 -0.8 0.5
-0.3 0.1 -0.1
0.0 -0.2 -0.1
0.2 0.1 0.3
0.1 0.1 -0.1
-3.6 2.2 -0.6
0.0 0.2 0.2
0.1 0.1 0.2
0.1 -0.3 -0.1
0.1 0.1 0.1
-0.3 -0.2 0.0
-0.4 0.1 -0.3
0.2 -0.1 0.1
0.2 0.1 0.2
2.6 1.7 0.7
0.1 0.0 0.2
-0.1 -0.1 -0.1
0.2 0.0 -0.2
-0.1 -0.3 0.0
-0.1 0.0 -0.1
-0.2 0.0 0.0
0.0 0.2 -0.1
-0.1 -0.3 0.2
0.4 -0.1 0.0
-0.2 -3.3 0.0
0.1 -0.1 -0.4
-0.1 0.0 -0.5
0.0 -0.1 -0.1
-2.7 2.2 -2.0
2.1 0.5 2.3
-0.1 0.1 0.0
0.0 -0.1 0.1
-0.2 -0.1 0.4
-0.2 0.1 0.0
-0.3 0.5 0.0
1.7 -0.4 1.6
-0.2 -1.2 -0.5
-0.2 0.3 0.4
0.0 -0.1 0.2
0.1 -0.1 -0.1
0.1 -0.1 -0.1
-0.1 0.2 0.0
0.0 0.0 0.1

Here are the Mulliken charges for atoms 1 to 8, given in e:
1 C 0.441
2 C -0.843
3 C -0.696
4 H 0.332
5 H 0.712
6 H 0.440
7 H -0.047
8 C 0.390


# 2
ORCA calculation (wB97M-V/def2-TZVPD) on 2 unconnected molecules or ions with the total composition C3H10O2.

Results
ΔE to the lowest compared entry with this formula, charge and spin: 158.52 kJ/mol
Structure (SMILES): CCO.CO
Charge: 0
Strongest force on any atom: 5.245 eV/A
E_tot: -7366.43353 eV
HOMO-LUMO gap: 10.94 eV

Geometry (Å):
H 1.330 -1.233 1.394
H 2.244 -1.629 -1.009
C -1.464 1.087 -1.114
H -1.543 2.178 -0.625
H 3.004 -1.277 1.197
H 2.238 0.290 1.151
C 2.121 -0.744 0.871
O 1.903 -0.822 -0.585
H -0.906 1.041 -2.064
H -0.148 0.428 0.323
O -2.062 -0.082 0.927
H -1.030 -0.809 -0.588
H -2.520 0.867 -1.543
H -2.052 0.571 1.753
C -1.115 0.133 -0.089

Cartesian forces, eV/Å:
-1.0 0.0 0.3
-0.1 0.4 0.9
-3.5 3.6 -1.5
0.4 -2.1 -1.5
0.6 0.0 -0.2
-0.2 0.3 -0.1
0.5 -0.9 -1.7
0.3 0.2 0.9
0.6 0.3 0.9
0.1 -0.3 0.1
-1.0 1.7 3.0
0.4 -0.9 0.0
1.3 0.3 1.0
0.4 -1.8 -3.1
1.3 -0.6 1.1

Here are the Mulliken charges for atoms 1 to 8, given in e:
1 H 0.298
2 H 0.284
3 C -0.986
4 H 0.221
5 H 0.329
6 H 0.259
7 C -0.668
8 O -0.507


# 3
ORCA calculation (wB97M-V/def2-TZVPD) on a molecular structure, C33H38Ge2N3O2PdS2.

Results
ΔE to the lowest compared entry with this formula, charge and spin: 65.49 kJ/mol
Charge: +1
Strongest force on any atom: 1.041 eV/A
E_tot: -181580.25843 eV
HOMO-LUMO gap (spin up / spin down): 6.25 / 6.25 eV

Geometry (Å):
H 2.915 1.204 -3.625
S 1.314 -4.861 1.984
H 3.443 -4.882 0.794
C 5.561 -1.264 -0.110
H 2.047 1.291 3.660
H -4.423 0.523 -2.277
C -4.618 4.267 0.893
H 2.854 0.164 -2.204
C 2.248 2.239 -1.862
O -4.573 -6.265 -1.241
H 6.829 2.252 -0.813
C -3.080 -4.427 -0.648
N 1.439 -2.339 1.639
C -4.168 -5.398 -0.293
C -1.503 -3.377 -2.145
C -1.052 -2.556 -1.111
C 7.321 0.162 -0.747
C 2.572 -2.878 1.083
C 3.580 -1.961 0.551
C 6.890 -1.121 -0.489
H -1.249 -0.340 2.384
C -2.495 -4.312 -1.907
H -3.491 -1.074 1.333
H -2.604 -0.834 -1.245
Ge -1.374 0.881 0.140
H 5.175 -3.325 0.299
H -3.507 2.551 1.503
H 4.500 1.964 -0.140
C -3.376 -0.230 2.016
C -3.894 0.893 -1.399
H 1.474 0.194 2.437
H -1.950 0.449 -2.237
H -4.145 0.497 1.755
C -2.509 0.247 -1.320
C 6.453 1.258 -0.618
H -1.327 -1.998 0.940
H 2.385 3.120 1.952
S 0.282 -1.485 -1.528
C -1.641 -2.664 0.143
H -1.641 5.051 -1.429
H -5.508 6.050 0.098
C -4.647 5.396 0.085
C -2.427 3.706 0.046
H -3.842 1.979 -1.485
N 4.833 -2.381 0.248
H 1.582 2.970 -2.329
C -2.648 -3.581 0.370
H 3.229 2.711 -1.778
Pd 0.844 -0.254 0.275
N 3.420 -0.664 0.412
C 1.555 1.265 2.688
Ge 1.468 2.098 -0.078
C 0.704 -3.284 2.154
H -0.227 -3.104 2.662
H -3.600 -0.585 3.023
H -1.897 1.271 2.569
C 4.672 -0.193 0.009
C 2.361 2.066 1.658
H 3.377 1.691 1.584
C 2.670 -4.234 1.167
H -1.074 -3.285 -3.134
C 0.010 3.340 0.036
C -3.518 3.426 0.866
H -5.452 4.042 1.542
H 8.346 0.331 -1.043
H 0.550 1.668 2.817
H -4.507 0.659 -0.530
H 0.179 4.415 0.073
C -1.969 0.368 1.959
H 1.361 0.631 -3.027
C -1.226 2.839 0.047
O -4.669 -5.423 0.795
H -3.122 -3.662 1.339
H 7.553 -1.970 -0.576
H -3.594 6.549 -1.384
H -4.086 -6.144 -2.064
C -3.571 5.677 -0.744
C 2.347 0.983 -2.721
C 5.136 1.099 -0.243
C -2.468 4.840 -0.762
H -2.808 -4.923 -2.744

Cartesian forces, eV/Å:
0.0 0.0 0.0
0.0 0.0 0.0
0.1 0.0 0.0
0.1 -0.1 0.0
0.0 0.0 0.0
0.0 0.0 0.0
0.0 0.0 -0.1
0.0 0.1 0.0
0.2 0.2 0.0
0.0 0.1 0.0
0.0 0.0 0.0
0.0 0.0 0.0
-0.2 -0.1 -0.1
-0.1 -0.1 0.0
0.0 -0.1 0.1
0.2 -0.1 0.0
0.0 0.0 0.0
0.1 0.1 -0.1
-0.1 -0.1 0.1
0.0 0.1 0.0
0.0 0.1 0.0
0.0 0.1 0.1
0.0 0.1 0.0
-0.1 0.1 0.0
-0.4 -0.4 -0.1
0.0 0.0 0.0
0.0 0.0 0.0
0.0 0.0 0.0
-0.1 0.0 0.0
0.0 0.1 0.0
0.0 0.1 0.0
0.0 0.0 0.0
0.0 0.0 0.0
-0.1 0.1 -0.1
0.0 -0.1 0.0
0.0 -0.1 -0.1
0.1 0.0 0.0
0.1 0.5 -0.1
0.1 0.1 0.2
0.0 0.0 0.0
0.0 0.0 0.0
0.0 0.0 0.0
0.0 0.0 0.1
0.0 0.0 0.0
0.0 0.1 -0.1
0.1 0.0 -0.1
0.0 -0.1 -0.1
0.0 0.1 0.0
0.4 0.0 1.0
0.0 -0.2 0.0
-0.1 0.0 0.0
-0.1 -0.1 -0.7
0.0 0.1 0.0
-0.1 0.0 0.0
0.0 0.0 0.0
0.0 0.0 0.0
0.0 0.0 -0.1
0.1 -0.1 0.1
-0.1 0.0 0.1
-0.1 0.1 0.0
0.0 0.0 0.0
-0.1 -0.1 0.0
0.0 0.0 0.1
0.0 0.0 0.0
0.0 0.0 0.0
0.0 0.0 0.0
0.0 0.0 0.0
0.0 0.0 -0.1
0.0 -0.1 0.1
0.0 0.0 0.1
0.1 0.1 0.1
0.0 0.0 0.0
0.0 0.0 0.0
0.0 0.0 0.0
0.0 0.0 0.0
0.0 0.0 0.0
0.0 0.0 0.0
0.0 -0.1 0.0
0.0 0.1 -0.1
0.0 0.0 -0.1
0.0 0.0 0.0

Here are the Mulliken charges for atoms 1 to 8, given in e:
1 H 0.458
2 S -0.117
3 H 0.393
4 C 0.266
5 H 0.489
6 H 0.440
7 C -0.942
8 H 0.123